ORCA calculation (the ωB97M-V functional and the def2-TZVPD basis) on the molecule C3H5NO3 at a distorted geometry.

Last column: Mulliken charge in e.
CARTESIAN COORDINATES (ANGSTROEM)
C: -1.621 0.804 -0.481  0.80
C: 0.366 -0.101 0.255  1.10
N: 0.585 -1.452 0.114  -0.46
C: -1.007 0.341 0.611  -1.13
O: 0.182 0.549 -1.312  -0.67
O: 1.351 0.590 0.896  -0.50
O: -2.529 1.078 -1.177  -0.47
H: 0.535 1.449 -1.350  0.33
H: 2.209 0.169 0.746  0.30
H: 1.363 -1.947 0.527  0.18
H: -0.095 -1.930 -0.457  0.21
H: -1.340 0.449 1.628  0.32

Force components x, y, z for each atom (eV/Å):
C -1.89 -0.32 0.14
C -0.53 1.51 -1.07
N 0.05 -0.05 -0.11
C 0.77 0.27 -0.12
O 0.49 -1.05 0.54
O 0.15 -0.37 0.10
O 1.26 0.21 0.34
H 0.09 -0.12 0.33
H -0.08 0.06 -0.11
H -0.20 0.27 -0.35
H 0.26 -0.20 0.31
H -0.36 -0.21 -0.01

Output
- Energy above the lowest of the compared OMol25 structures with the same formula, charge and spin: 3.077 eV
- Kohn-Sham gap: 9.03 eV
- Max |F|: 1.92 eV/Å
- SMILES: NC(O)(O)C=C=O
- LUMO: 0.4 eV
- 2S+1: 1

ORCA calculation (the ωB97M-V functional and the def2-TZVPD basis) on a structure of composition C31H28FN6OPt at a distorted geometry.

Last column: Mulliken charge in e.
CARTESIAN COORDINATES (ANGSTROEM)
Pt: -0.744 0.927 -0.241  0.95
O: -1.227 2.855 -0.222  -0.77
C: -1.827 3.608 0.649  0.56
C: -2.021 4.966 0.302  -0.51
C: -2.644 5.847 1.150  -0.41
C: -3.121 5.427 2.397  -0.75
C: -2.953 4.106 2.748  -0.77
C: -2.317 3.187 1.903  0.24
C: -2.207 1.792 2.311  0.55
N: -1.980 0.740 1.543  0.02
C: -2.026 -0.374 2.354  -0.27
C: -2.274 0.004 3.629  -1.09
N: -2.386 1.377 3.589  -0.03
H: -1.643 5.281 -0.662  0.46
H: -2.765 6.879 0.845  0.37
H: -3.624 6.114 3.063  0.38
H: -3.346 3.770 3.702  0.26
H: -1.902 -1.361 1.951  0.49
H: -2.373 -0.557 4.540  0.43
H: -2.494 1.988 4.377  0.21
C: 0.458 -1.746 -4.003  -1.50
C: 0.975 -0.589 -3.143  1.23
C: 1.777 0.394 -3.997  -1.86
C: 1.758 -1.118 -1.957  0.90
C: 3.106 -1.423 -2.102  -0.52
C: 3.845 -1.933 -1.046  -1.61
C: 3.227 -2.147 0.172  -0.20
C: 1.876 -1.862 0.352  0.76
C: 1.243 -2.098 1.703  1.97
C: 1.791 -1.112 2.735  -1.47
C: 1.408 -3.542 2.180  -1.61
C: 1.138 -1.338 -0.715  -1.07
N: -0.245 -0.998 -0.570  0.31
C: -1.138 -2.022 -0.729  0.95
C: -0.731 -3.360 -0.951  -0.50
C: -1.631 -4.403 -1.104  -0.97
C: -2.999 -4.187 -1.050  -0.66
C: -3.441 -2.884 -0.854  -0.54
C: -2.540 -1.858 -0.705  0.27
F: -3.063 -0.609 -0.557  -0.35
H: -0.095 -1.364 -4.865  0.42
H: -0.204 -2.401 -3.435  0.33
H: 1.293 -2.347 -4.374  0.30
H: 0.109 -0.058 -2.748  -0.01
H: 2.529 -0.117 -4.604  0.35
H: 2.285 1.137 -3.382  0.43
H: 1.112 0.923 -4.681  0.40
H: 3.591 -1.250 -3.055  0.32
H: 4.897 -2.157 -1.173  0.36
H: 3.803 -2.543 1.001  0.34
H: 0.181 -1.912 1.580  -0.94
H: 2.853 -1.295 2.915  0.30
H: 1.266 -1.212 3.689  0.42
H: 1.683 -0.083 2.390  0.33
H: 2.462 -3.813 2.274  0.30
H: 0.939 -4.240 1.484  0.34
H: 0.942 -3.676 3.160  0.44
H: 0.328 -3.564 -1.014  0.60
H: -1.245 -5.402 -1.268  0.39
H: -3.704 -4.999 -1.162  0.36
H: -4.495 -2.638 -0.822  0.44
N: 1.169 1.539 -0.711  -0.88
C: 1.810 2.510 -0.736  0.84
C: 2.631 3.622 -0.781  -0.06
C: 3.279 4.062 0.401  0.02
N: 3.804 4.419 1.365  -0.53
C: 2.836 4.289 -2.015  0.09
N: 3.002 4.832 -3.020  -0.55

Force components x, y, z for each atom (eV/Å):
Pt 0.64 0.26 1.60
O 0.04 0.65 -0.08
C 0.00 -0.18 -0.21
C 0.01 0.12 0.06
C 0.02 0.00 -0.02
C 0.02 -0.06 -0.02
C 0.00 0.06 0.05
C 0.03 -0.21 0.09
C -0.03 0.25 -0.08
N 0.20 -0.23 -0.51
C -0.07 -0.07 -0.13
C -0.01 0.05 -0.01
N -0.01 -0.06 0.05
H 0.01 0.00 0.00
H 0.00 0.00 0.00
H 0.01 0.01 0.01
H -0.04 0.01 -0.02
H 0.06 -0.09 -0.05
H -0.01 -0.01 -0.01
H -0.03 -0.01 -0.03
C -0.03 -0.02 0.00
C 0.03 0.01 0.02
C 0.00 0.01 0.01
C 0.07 -0.10 -0.08
C -0.03 0.00 0.00
C -0.02 0.01 0.01
C -0.01 -0.03 -0.04
C 0.05 0.04 0.02
C 0.01 -0.03 0.05
C -0.02 0.04 0.00
C 0.00 0.00 -0.01
C -0.08 0.14 -0.22
N -0.20 -0.59 0.19
C 0.24 0.07 0.02
C -0.06 -0.12 0.06
C 0.07 0.04 0.02
C -0.05 0.02 0.01
C 0.01 -0.09 0.00
C -0.04 0.07 -0.06
F -0.06 -0.10 -0.13
H 0.00 0.00 0.00
H 0.02 0.01 -0.01
H 0.00 0.01 -0.01
H -0.01 0.02 0.01
H 0.00 0.00 0.01
H -0.01 0.01 0.01
H 0.00 -0.02 -0.02
H 0.01 0.01 0.00
H 0.00 0.00 0.00
H 0.00 0.01 0.01
H -0.14 0.07 0.06
H 0.01 0.01 0.00
H -0.01 -0.02 -0.01
H -0.02 0.00 -0.02
H 0.00 0.00 0.02
H 0.01 0.00 -0.01
H -0.01 0.01 -0.01
H -0.01 -0.02 0.00
H 0.01 0.00 -0.01
H 0.00 0.00 -0.01
H 0.00 0.01 0.00
N -0.64 0.12 -0.62
C 0.11 -0.01 -0.03
C 0.04 -0.06 0.03
C -0.07 0.02 -0.07
N 0.02 0.00 0.00
C 0.00 -0.04 0.09
N 0.01 0.01 -0.02

Output
- Energy above the lowest of the compared OMol25 structures with the same formula, charge and spin: 0.432 eV
- Kohn-Sham gap: 6.81 eV
- Max |F|: 1.74 eV/Å
- Charge: -1
- LUMO: 2.3 eV
- 2S+1: 1

ORCA calculation (the ωB97M-V functional and the def2-TZVPD basis) on a cluster of 2 separate species, C4H10N3O in total at a distorted geometry.

Last column: Mulliken charge in e.
CARTESIAN COORDINATES (ANGSTROEM)
C: -1.677 1.211 -0.068  0.00
C: -2.821 0.625 0.646  -0.79
C: 3.227 0.001 0.554  -0.40
C: -0.249 -1.672 -1.106  -0.50
N: 2.227 0.861 0.149  0.47
N: 1.532 1.684 -0.192  -0.67
N: -0.586 0.610 -0.274  0.02
O: -0.356 -0.752 0.054  -0.11
H: -1.742 2.217 -0.360  0.45
H: -3.319 1.492 1.034  0.32
H: -3.343 -0.134 -0.067  0.30
H: -2.340 0.035 1.462  0.30
H: 4.259 0.273 0.095  0.27
H: 2.681 -0.910 0.171  0.20
H: 3.349 -0.029 1.682  0.25
H: 0.291 -1.110 -1.849  0.33
H: -1.280 -1.883 -1.495  0.31
H: 0.148 -2.518 -0.436  0.25

Force components x, y, z for each atom (eV/Å):
C 0.81 -0.85 0.16
C 0.63 -2.29 -0.46
C 1.03 -0.76 -0.39
C -1.31 -0.46 2.12
N 1.65 -1.36 2.67
N -2.31 3.25 -1.93
N -0.19 -3.76 -0.08
O -0.75 3.86 -0.36
H 0.44 1.39 -0.48
H -1.18 -0.21 0.10
H 0.28 1.66 1.43
H -0.79 0.30 -0.38
H -1.44 -0.87 0.41
H 1.83 -0.11 0.58
H -0.40 0.00 -1.26
H 0.89 -0.64 -0.31
H 0.89 0.08 0.45
H -0.08 0.77 -2.26

Output
- ⟨S²⟩: 2.010
- Energy above the lowest of the compared OMol25 structures with the same formula, charge and spin: 5.016 eV
- Kohn-Sham gap (alpha / beta): 5.29 / 8.11 eV
- Max |F|: 4.43 eV/Å
- Charge: +1
- LUMO (alpha / beta): -4.1 / -7.7 eV
- 2S+1: 3

ORCA calculation (the ωB97M-V functional and the def2-TZVPD basis) on a structure of composition C22H49N2OP3PdS at a distorted geometry.

Last column: Mulliken charge in e.
CARTESIAN COORDINATES (ANGSTROEM)
Pd: -0.526 -2.333 -0.248  -0.22
P: -2.532 -1.375 0.467  1.18
P: 0.843 -2.551 1.530  0.97
P: 0.180 1.196 -2.544  1.10
H: 4.753 -4.748 -2.631  0.32
C: 4.782 -3.771 -3.121  -0.53
C: 5.467 -2.723 -2.632  -0.45
H: 6.023 -2.787 -1.699  0.32
C: -3.642 -2.311 -0.636  -1.20
C: -2.796 -2.001 2.159  -0.91
C: -3.234 0.327 0.545  -0.75
C: 2.622 -2.476 1.219  -1.07
C: 0.570 -1.758 3.143  -0.75
C: 0.310 -4.291 1.644  -1.32
C: 0.698 1.928 -4.102  -1.35
C: -0.915 2.318 -1.647  -0.68
C: -0.862 -0.222 -2.937  -0.79
H: 4.315 -3.679 -4.112  0.23
H: 5.593 -1.807 -3.215  0.28
H: -4.685 -2.053 -0.417  0.45
H: -3.435 -3.373 -0.459  0.43
H: -3.365 -2.029 -1.667  0.38
H: -3.853 -2.276 2.269  0.48
H: -2.539 -1.219 2.889  0.01
H: -2.169 -2.883 2.336  0.32
H: -4.043 0.451 -0.194  0.53
H: -2.460 1.083 0.355  -0.21
H: -3.647 0.549 1.543  0.41
H: 3.176 -2.554 2.168  0.51
H: 2.867 -1.531 0.705  0.24
H: 2.909 -3.304 0.557  0.42
H: 0.494 -2.516 3.937  0.46
H: -0.343 -1.148 3.128  -0.10
H: 1.408 -1.083 3.365  0.43
H: 0.460 -4.684 2.649  0.45
H: 0.888 -4.855 0.908  0.39
H: -0.756 -4.325 1.363  0.49
H: 0.065 2.789 -4.318  0.46
H: 0.626 1.172 -4.891  0.43
H: 1.742 2.236 -3.980  0.43
H: -0.496 3.333 -1.716  0.56
H: -0.973 1.999 -0.584  -0.49
H: -1.923 2.282 -2.115  0.46
H: -0.994 -0.310 -4.020  0.56
H: -1.851 -0.147 -2.478  0.31
H: -0.424 -1.169 -2.580  -0.11
C: 2.913 -0.836 -2.312  0.26
C: 2.207 -2.053 -2.656  0.30
C: 1.862 -2.297 -3.963  -0.69
C: 2.433 -1.543 -5.005  -0.34
C: 3.371 -0.532 -4.717  -0.49
C: 3.646 -0.210 -3.402  -0.57
O: 2.805 -0.278 -1.182  -0.77
H: 1.401 1.074 -1.804  0.04
H: 1.871 -2.690 -1.830  0.31
H: 1.171 -3.109 -4.218  0.42
H: 2.208 -1.757 -6.053  0.49
H: 3.887 0.005 -5.518  0.50
H: 4.425 0.498 -3.117  0.45
C: -2.181 1.507 4.587  -0.91
N: -2.095 2.831 3.990  0.13
C: -3.365 3.560 4.004  -1.08
C: -1.282 3.022 2.907  0.15
S: -0.575 1.716 2.110  0.16
N: -1.101 4.327 2.518  0.11
C: -0.954 5.366 3.550  -1.13
C: -0.284 4.542 1.340  -0.95
H: -1.187 1.117 4.782  0.38
H: -2.734 1.631 5.520  0.35
H: -2.719 0.800 3.944  0.33
H: -3.718 3.558 5.038  0.44
H: -3.243 4.580 3.656  0.47
H: -4.126 3.068 3.372  0.30
H: 0.074 5.422 3.928  0.37
H: -1.179 6.346 3.112  0.41
H: -1.632 5.215 4.391  0.45
H: 0.725 4.125 1.476  0.40
H: -0.709 4.008 0.483  0.27
H: -0.247 5.613 1.131  0.36

Force components x, y, z for each atom (eV/Å):
Pd -0.09 0.76 -0.74
P -1.77 0.11 0.52
P 1.89 -0.77 1.44
P 0.05 1.20 -0.44
H -0.03 0.40 -0.11
C 0.41 0.69 -0.19
C -0.10 -0.72 -0.24
H -0.15 0.04 -0.10
C 0.62 0.23 0.03
C 0.32 -0.09 -0.04
C 0.38 0.50 -0.32
C 0.12 0.06 -0.30
C -0.35 0.61 -0.07
C -0.01 0.49 -0.55
C 0.18 -0.05 0.15
C -0.08 0.00 0.13
C 0.03 -1.21 0.56
H 0.18 -0.25 0.49
H 0.00 -0.33 0.18
H 0.14 -0.20 -0.11
H -0.34 0.08 -0.25
H -0.44 -0.29 0.26
H 0.16 0.06 0.02
H -0.11 -0.32 -0.23
H -0.33 0.15 0.14
H 0.32 -0.16 0.18
H -0.42 -0.26 -0.05
H 0.13 -0.40 -0.28
H -0.21 -0.02 -0.22
H -0.04 -0.27 0.24
H -0.02 0.18 0.14
H 0.03 0.14 -0.30
H 0.21 -0.25 0.16
H -0.14 -0.24 -0.12
H -0.13 -0.12 0.05
H -0.09 -0.16 0.15
H 0.08 -0.47 0.28
H 0.06 -0.04 -0.20
H 0.07 0.27 0.04
H -0.22 0.09 -0.22
H -0.25 -0.26 0.10
H 0.06 0.31 -0.74
H 0.63 0.17 0.27
H 0.13 0.04 0.16
H 0.12 0.35 -0.06
H 0.09 0.23 -0.33
C 0.25 0.28 0.18
C -0.69 0.20 0.11
C -0.20 -0.51 -0.01
C 0.14 0.34 -0.34
C 0.25 0.23 0.40
C 0.11 0.04 -0.08
O -0.01 -0.77 -0.65
H -0.88 -0.62 -0.04
H -0.05 0.13 -0.20
H 0.43 0.17 0.10
H -0.04 -0.07 0.38
H -0.19 -0.32 0.22
H -0.35 0.09 -0.17
C -0.23 -0.21 0.43
N 0.29 -0.90 -1.76
C -0.62 0.35 0.31
C -0.64 3.40 0.98
S 0.31 -0.26 0.05
N 0.57 -2.36 0.52
C -0.28 0.88 0.49
C 0.24 -0.20 -0.67
H 0.10 0.01 0.17
H 0.19 -0.26 -0.07
H -0.12 0.16 0.16
H -0.07 0.14 -0.14
H -0.17 -0.16 0.07
H 0.37 -0.04 0.24
H -0.07 -0.28 -0.19
H -0.09 -0.32 0.00
H 0.36 0.05 -0.22
H 0.03 0.42 0.12
H -0.14 0.37 0.17
H 0.13 -0.25 -0.03

Output
- ⟨S²⟩: 6.056
- Energy above the lowest of the compared OMol25 structures with the same formula, charge and spin: 1.403 eV
- Kohn-Sham gap (alpha / beta): 6.16 / 3.02 eV
- Max |F|: 3.60 eV/Å
- Charge: +4
- LUMO (alpha / beta): -11.7 / -15.0 eV
- 2S+1: 5

ORCA calculation (the ωB97M-V functional and the def2-TZVPD basis) on the ion C9H16BN2O3P2 with charge -1 at a distorted geometry.

Last column: Mulliken charge in e.
CARTESIAN COORDINATES (ANGSTROEM)
C: -0.628 -1.065 3.012  -0.77
C: -0.436 -0.504 1.964  -0.70
P: -0.343 0.391 0.209  1.00
C: -0.269 1.273 -1.499  -1.41
N: 0.009 1.974 1.039  -0.89
B: -2.295 0.813 0.432  1.54
C: -3.473 0.400 -0.562  -1.15
O: -2.674 1.577 1.538  -0.63
C: 1.530 -0.083 0.119  0.49
C: 2.082 -0.652 -1.017  -0.29
C: 3.435 -0.954 -1.054  -0.46
N: 4.298 -0.728 -0.061  -0.70
C: 3.746 -0.196 1.035  -0.36
C: 2.410 0.136 1.173  -0.61
P: -1.022 -1.635 -0.608  -0.35
O: 0.118 -2.826 -0.282  -0.25
O: -1.225 -1.561 -2.280  -0.49
H: -0.937 -1.511 3.922  0.47
H: 0.377 2.147 -1.399  0.40
H: 0.149 0.680 -2.308  0.32
H: -1.234 1.655 -1.837  0.34
H: 0.879 2.381 0.716  0.29
H: 0.098 1.807 2.033  0.24
H: -3.187 0.448 -1.610  0.34
H: -4.285 1.131 -0.444  0.21
H: -3.900 -0.570 -0.326  0.38
H: -2.724 2.497 1.256  0.31
H: 1.460 -0.867 -1.873  0.12
H: 3.835 -1.404 -1.959  0.34
H: 4.414 0.008 1.868  0.34
H: 2.043 0.578 2.085  0.30
H: -0.104 -3.599 -0.812  0.29
H: -2.146 -1.740 -2.471  0.32

Force components x, y, z for each atom (eV/Å):
C -0.38 -0.14 0.52
C 0.18 0.02 -0.78
P 0.62 0.91 0.01
C 0.45 0.29 -0.08
N 0.00 -0.03 -0.26
B -0.10 -0.71 0.14
C -0.25 1.04 -0.03
O -0.08 -0.04 -0.26
C -0.33 0.26 -0.07
C 0.18 0.01 0.17
C 0.02 -0.07 -0.28
N -0.44 0.02 0.10
C 0.15 0.15 0.23
C 0.08 -0.14 -0.36
P -1.86 -0.92 1.23
O 0.37 0.47 -0.93
O 1.06 0.11 -0.31
H 0.12 -0.13 0.17
H 0.08 0.07 0.02
H -0.14 -0.17 -0.04
H -0.17 -0.09 0.09
H 0.06 -0.06 -0.01
H -0.09 0.15 0.12
H 0.14 -0.37 -0.13
H -0.07 -0.01 0.04
H 0.18 -0.24 0.03
H 0.03 0.08 0.26
H 0.00 -0.12 -0.12
H 0.16 0.00 0.03
H 0.14 -0.09 -0.04
H 0.05 0.00 0.24
H -0.05 -0.12 0.15
H -0.09 -0.14 0.14

Output
- Kohn-Sham gap: 6.42 eV
- Max |F|: 2.41 eV/Å
- Charge: -1
- LUMO: 3.2 eV
- 2S+1: 1